Entry 1:
Here is C45H67CrF3O26S as an isolated structure from the Open Molecules 2025 dataset. Energies are from the ωB97M-V functional and the def2-TZVPD basis.

CARTESIAN COORDINATES (ANGSTROEM)
1 Cr -3.8352 -0.5116 -0.7984
2 C 0.3028 0.5077 1.1053
3 F -0.3000 -0.2313 2.0156
4 F -0.0903 1.8006 1.1710
5 F 1.6361 0.5284 1.1464
6 S -0.2936 -0.2434 -0.6013
7 O 0.1772 -1.6430 -0.6004
8 O -1.7593 -0.2611 -0.6068
9 O 0.1960 0.5433 -1.7270
10 O -4.1923 -0.1268 1.0579
11 H -3.9692 0.3927 1.8547
12 O -3.0558 1.5664 7.7544
13 C -2.4471 0.7383 7.0734
14 O -2.3481 0.8353 5.7561
15 C -1.6174 -0.2735 5.2630
16 C -0.8632 -0.7790 6.4311
17 C -1.7445 -0.5229 7.5724
18 H -0.8559 0.0483 4.5525
19 H -2.3459 -1.0156 4.9363
20 H 0.0502 -0.2021 6.5755
21 H -0.5449 -1.8142 6.3078
22 H -1.0923 -0.4485 8.4425
23 H -2.4389 -1.3178 7.8445
24 O 0.2610 4.0544 4.4934
25 C -1.0034 3.9468 4.3766
26 O -1.8223 4.5879 5.2427
27 C -3.2174 4.2661 5.0625
28 C -3.3341 3.5318 3.7382
29 C -1.8791 3.1077 3.4251
30 H -3.8614 5.1327 4.9129
31 H -3.7115 3.6364 5.8024
32 H -3.6160 4.2484 2.9667
33 H -4.0294 2.6939 3.6883
34 H -1.5439 3.4207 2.4362
35 H -1.8150 2.0577 3.7105
36 O 3.6968 -3.8011 -5.3942
37 C 3.3174 -2.6832 -5.1502
38 O 3.7614 -1.6417 -5.7934
39 C 3.4146 -0.4095 -5.2024
40 C 2.2910 -0.7200 -4.2770
41 C 2.2753 -2.2288 -4.1147
42 H 3.0045 0.2374 -5.9779
43 H 4.1875 0.1284 -4.6535
44 H 1.3234 -0.4864 -4.7212
45 H 2.3247 -0.2254 -3.3063
46 H 1.3451 -2.7084 -4.4194
47 H 2.5198 -2.6490 -3.1391
48 O 6.1317 -3.5753 1.4703
49 C 4.9289 -3.4811 1.2587
50 O 4.3609 -2.9775 0.0863
51 C 2.9162 -3.1002 0.0411
52 C 2.6700 -4.1670 1.1374
53 C 3.8115 -3.9263 2.1667
54 H 2.5756 -3.3567 -0.9621
55 H 2.4164 -2.1772 0.3349
56 H 2.7443 -5.2152 0.8479
57 H 1.6851 -4.0010 1.5737
58 H 4.1065 -4.8175 2.7206
59 H 3.5852 -3.1075 2.8497
60 O -2.8936 -6.8370 -3.2372
61 C -2.1667 -5.8454 -3.2898
62 O -0.8881 -6.0049 -3.3064
63 C -0.1713 -4.7376 -3.1785
64 C -1.2799 -3.7348 -2.8136
65 C -2.5508 -4.3400 -3.3664
66 H 0.3921 -4.5220 -4.0863
67 H 0.5655 -4.8652 -2.3854
68 H -1.0946 -2.8601 -3.4369
69 H -1.3225 -3.4098 -1.7740
70 H -2.8693 -4.1300 -4.3874
71 H -3.3424 -4.2822 -2.6193
72 O -3.5242 1.6336 -1.0207
73 C -3.5518 2.8492 -0.7287
74 O -2.6636 3.4204 0.1001
75 C -2.7703 4.8273 -0.0134
76 C -4.2283 5.0439 -0.2702
77 C -4.4176 3.9076 -1.2375
78 H -2.0070 5.1425 -0.7248
79 H -2.4602 5.2171 0.9561
80 H -4.4693 5.9633 -0.8037
81 H -4.8082 5.0109 0.6522
82 H -4.1253 4.2130 -2.2422
83 H -5.4457 3.5476 -1.2743
84 O -3.2520 -0.6595 -2.7904
85 C -2.9398 -0.6698 -3.9928
86 O -3.5023 -1.4437 -4.8659
87 C -2.8883 -1.3490 -6.1519
88 C -1.6655 -0.4226 -5.9826
89 C -1.9753 0.2885 -4.7012
90 H -3.5618 -0.8248 -6.8299
91 H -2.5723 -2.3341 -6.4953
92 H -1.4621 0.2942 -6.7781
93 H -0.7748 -1.0348 -5.8418
94 H -2.4354 1.2677 -4.8337
95 H -1.0548 0.3392 -4.1197
96 O -1.1429 5.1195 -2.9639
97 C -0.0380 4.6374 -3.2547
98 O 0.0734 3.3080 -3.7204
99 C 1.3589 2.9875 -4.1431
100 C 2.1888 4.2683 -3.9581
101 C 1.2661 5.3551 -3.3671
102 H 1.3145 2.6292 -5.1716
103 H 1.6664 2.1278 -3.5478
104 H 2.6782 4.5208 -4.8988
105 H 3.1011 4.2007 -3.3654
106 H 1.1960 6.2887 -3.9252
107 H 1.5794 5.6033 -2.3530
108 O 5.0864 1.0011 2.9404
109 C 4.0478 0.8750 3.6119
110 O 3.6942 -0.2927 4.0848
111 C 2.4425 -0.2227 4.7842
112 C 2.4251 1.2014 5.2784
113 C 3.0578 1.9533 4.0900
114 H 2.3226 -0.8965 5.6325
115 H 1.5713 -0.4544 4.1714
116 H 2.9957 1.3983 6.1860
117 H 1.3892 1.4531 5.5057
118 H 3.5822 2.8163 4.5002
119 H 2.3296 2.3010 3.3572
120 O 3.7641 4.2584 -0.4521
121 C 4.1255 3.0775 -0.6058
122 O 5.2833 2.6796 -0.0718
123 C 5.5778 1.2900 -0.3164
124 C 4.3275 0.7208 -0.9439
125 C 3.5312 1.9130 -1.4250
126 H 5.8561 0.6902 0.5502
127 H 6.3568 1.0914 -1.0524
128 H 3.8041 0.1234 -0.1974
129 H 4.5469 0.0452 -1.7707
130 H 2.5196 1.8175 -1.0304
131 H 3.5109 2.1484 -2.4891
132 O -2.9359 -2.4016 -0.1503
133 C -2.5784 -3.3593 0.5315
134 O -2.3759 -4.5579 -0.0306
135 C -1.9840 -5.4268 1.0147
136 C -2.3817 -4.7913 2.3528
137 C -2.4428 -3.3436 2.0474
138 H -0.8977 -5.4961 0.9587
139 H -2.3137 -6.4655 0.9887
140 H -1.6208 -4.9737 3.1116
141 H -3.3302 -5.2826 2.5696
142 H -1.5192 -2.8879 2.4044
143 H -3.2221 -2.8712 2.6455

## Properties
* electronic energy: -5453.1541 Ha
* 2S+1: 4
* LUMO (alpha / beta): -6.56 / -4.70 eV
* charge: +1

***

Entry 2:
Here is one molecule with the formula C3H4Cl2N2 from the Open Molecules 2025 dataset. Energies are from the ωB97M-V functional and the def2-TZVPD basis.

CARTESIAN COORDINATES (ANGSTROEM)
1 C 0.6589 -0.2598 0.2409
2 C 1.4899 0.4310 0.8639
3 C -0.9473 0.0435 -0.1816
4 N -1.2507 1.3665 1.6231
5 N -1.6141 0.3801 0.9509
6 Cl -2.0919 1.9667 2.9712
7 Cl -2.1762 -1.1550 2.0336
8 H 0.7985 -1.2282 -0.1786
9 H 1.3849 1.1673 1.5894
10 H -1.1211 0.7458 -0.9238
11 H -1.2920 -0.9361 -0.6528

## Properties
* electronic energy: -1146.3324 Ha
* 2S+1: 1
* LUMO (alpha / beta): -0.95 / -1.34 eV
* relative energy (zero: lowest compared OMol25 entry of this formula, charge and spin): 156.9 kcal per mole

***

Entry 3:
Here is one molecule with the formula C4H7N3 from the Open Molecules 2025 dataset. Energies are from the ωB97M-V functional and the def2-TZVPD basis.

CARTESIAN COORDINATES (ANGSTROEM)
1 N 0.2694 -1.4185 -2.2577
2 C 0.2292 -0.7568 -1.1755
3 C 0.0324 0.7015 -0.7073
4 C -0.0891 0.5552 0.7970
5 N -0.2414 1.6893 1.6144
6 C 0.0942 -0.7265 1.1236
7 N 0.4072 -1.4844 -0.0140
8 H -0.8350 1.1986 -1.1520
9 H 0.2163 -0.9855 -3.1499
10 H 0.9075 1.3092 -0.9586
11 H -0.3696 1.4363 2.5876
12 H -1.0513 2.2265 1.3264
13 H 0.1190 -1.2143 2.0885
14 H 0.2962 -2.4825 -0.0945

## Properties
* electronic energy: -320.8646 Ha
* 2S+1: 1
* LUMO: 0.95 eV
* relative energy (zero: lowest compared OMol25 entry of this formula, charge and spin): 11.7 kcal per mole
* SMILES: [H]/N=C1\CC(N)=CN1

***

Entry 4:
Here is a 2-piece molecular cluster, C4H11N2 overall from the Open Molecules 2025 dataset. Energies are from the ωB97M-V functional and the def2-TZVPD basis.

CARTESIAN COORDINATES (ANGSTROEM)
1 C -0.6534 -1.0374 2.3283
2 C 1.2839 0.4160 2.0212
3 N 0.7671 -0.7318 2.1857
4 H -0.8058 -1.7841 3.1004
5 H -1.0534 -1.4066 1.3835
6 H -1.1834 -0.1159 2.5620
7 H 0.6045 1.2595 2.0783
8 H 2.3527 0.5123 1.8843
9 H 1.3587 -1.5571 2.0873
10 C 0.3674 0.3438 -1.4614
11 C -1.2828 0.9399 -2.9653
12 N -0.5281 0.0268 -2.5513
13 H 0.5647 -0.5729 -0.9012
14 H -0.0748 1.0455 -0.7376
15 H 1.3050 0.7545 -1.8345
16 H -1.9937 0.7651 -3.7650
17 H -1.2668 1.9629 -2.5679

## Properties
* electronic energy: -268.1942 Ha
* 2S+1: 1
* LUMO: -5.42 eV
* charge: +1
* relative energy (zero: lowest compared OMol25 entry of this formula, charge and spin): 69.4 kcal per mole

***

Entry 5:
Here is C33H35AsNP2Pt as an isolated structure from the Open Molecules 2025 dataset. Energies are from the ωB97M-V functional and the def2-TZVPD basis.

CARTESIAN COORDINATES (ANGSTROEM)
1 Pt 0.6858 -0.7797 -0.2784
2 C 1.5731 1.6142 1.4632
3 P 0.4737 1.6571 -0.0469
4 C -0.9989 2.5995 0.4699
5 C -1.8983 2.9964 -0.5188
6 C -3.0431 3.7010 -0.1853
7 C -3.3074 4.0104 1.1430
8 C -2.4263 3.6053 2.1331
9 C -1.2792 2.8951 1.8015
10 C 1.3248 2.7870 -1.1837
11 C 1.4003 2.4337 -2.5288
12 C 2.0336 3.2678 -3.4412
13 C 2.6082 4.4531 -3.0057
14 C 2.5395 4.8103 -1.6647
15 C 1.8933 3.9859 -0.7574
16 C 1.2431 0.4076 2.2932
17 C 0.8846 0.2673 3.6149
18 C 0.3921 -1.0589 3.7861
19 C 0.4862 -1.6861 2.5678
20 C -0.1333 -2.9006 1.9541
21 P -0.9440 -2.1494 0.4780
22 C -1.2461 -3.3407 -0.8305
23 C -0.8925 -4.6837 -0.7284
24 C -1.0914 -5.5322 -1.8070
25 C -1.6314 -5.0441 -2.9887
26 C -1.9824 -3.7045 -3.0978
27 C -1.7914 -2.8508 -2.0224
28 C -2.5272 -1.5022 1.0328
29 C -3.7276 -2.1436 0.7349
30 C -4.9199 -1.6264 1.2182
31 C -4.9134 -0.4805 2.0011
32 C -3.7162 0.1542 2.3059
33 C -2.5217 -0.3510 1.8197
34 N 1.0773 -0.8129 1.6834
35 H 1.4713 2.5225 2.0556
36 H 2.6000 1.5932 1.0854
37 H -1.6962 2.7660 -1.5596
38 H -3.7282 4.0129 -0.9624
39 H -4.1991 4.5651 1.4033
40 H -2.6290 3.8392 3.1706
41 H -0.6231 2.5600 2.5937
42 H 0.9599 1.4989 -2.8600
43 H 2.0787 2.9930 -4.4869
44 H 3.1077 5.1033 -3.7117
45 H 2.9840 5.7376 -1.3284
46 H 1.8245 4.2830 0.2826
47 H 0.9620 1.0284 4.3759
48 H 0.0088 -1.4909 4.6965
49 H -0.8467 -3.3902 2.6146
50 H 0.6100 -3.6237 1.6091
51 H -0.4728 -5.0735 0.1894
52 H -0.8274 -6.5778 -1.7230
53 H -1.7845 -5.7114 -3.8263
54 H -2.4092 -3.3257 -4.0167
55 H -2.0842 -1.8090 -2.0963
56 H -3.7343 -3.0388 0.1255
57 H -5.8542 -2.1191 0.9846
58 H -5.8465 -0.0803 2.3752
59 H -3.7115 1.0478 2.9147
60 H -1.5860 0.1414 2.0579
61 C 4.2496 0.7338 -1.2433
62 As 3.1321 -0.7990 -0.8414
63 C 3.4526 -1.9171 -2.3909
64 C 4.1306 -1.6652 0.5696
65 H 5.2618 0.3806 -1.4393
66 H 4.2695 1.4198 -0.3973
67 H 3.8674 1.2633 -2.1139
68 H 4.5233 -2.0428 -2.5467
69 H 3.0129 -1.4501 -3.2708
70 H 2.9884 -2.8891 -2.2328
71 H 5.1916 -1.7019 0.3279
72 H 3.7449 -2.6740 0.7068
73 H 3.9772 -1.1090 1.4935

## Properties
* electronic energy: -4370.8607 Ha
* 2S+1: 1
* LUMO (alpha / beta): -4.01 / -4.01 eV
* charge: +1
* relative energy (zero: lowest compared OMol25 entry of this formula, charge and spin): 36.3 kcal per mole

***

Entry 6:
Here is C28H31Cl3O2SiW as an isolated structure from the Open Molecules 2025 dataset. Energies are from the ωB97M-V functional and the def2-TZVPD basis.

CARTESIAN COORDINATES (ANGSTROEM)
1 C -0.8713 0.9147 -4.1466
2 C -1.0565 -0.4964 -4.4670
3 C 0.2754 -1.1190 -4.3574
4 C -2.2762 -1.1448 -4.9923
5 C 1.2182 -0.0761 -4.0081
6 C 0.5023 1.1535 -3.9060
7 C 1.1174 2.4662 -3.5954
8 C -1.9200 1.9651 -4.2579
9 C 0.6003 -2.5172 -4.7148
10 C 2.6970 -0.2231 -3.9226
11 W -0.4448 -0.6440 -2.4941
12 Cl -1.4069 -2.6078 -2.0896
13 Cl -2.4413 0.3863 -1.6387
14 Cl 1.4585 -1.6039 -1.3710
15 H -3.1373 -0.4872 -4.8493
16 H -2.4768 -2.0888 -4.4780
17 H -2.1626 -1.3540 -6.0593
18 H -0.2133 -3.1952 -4.4313
19 H 1.5207 -2.8347 -4.2216
20 H 0.7473 -2.5873 -5.7972
21 H 2.9899 -1.2435 -3.6578
22 H 3.1036 0.4556 -3.1629
23 H 3.1848 0.0309 -4.8715
24 H 1.9609 2.3501 -2.9033
25 H 0.3921 3.1355 -3.1160
26 H 1.4793 2.9519 -4.5144
27 H -2.9248 1.5601 -4.1064
28 H -1.8848 2.4360 -5.2506
29 H -1.7450 2.7447 -3.5083
30 O 0.4690 1.5363 -0.9737
31 H 0.3388 0.8658 -0.2241
32 O 0.0367 -0.2236 0.9704
33 Si 0.0675 -0.0511 2.5536
34 C 1.3004 1.2596 3.0440
35 C 2.5640 1.2578 2.4122
36 C 3.4748 2.3059 2.6784
37 C 3.1133 3.3549 3.5100
38 C 1.8490 3.3658 4.1094
39 C 0.9444 2.3163 3.8836
40 C -1.6217 0.4302 3.1552
41 C -2.0546 0.2401 4.4697
42 C -3.3603 0.5739 4.8222
43 C -4.2411 1.1087 3.8754
44 C -3.8098 1.3068 2.5687
45 C -2.5023 0.9645 2.1875
46 C 0.5130 -1.7712 3.1237
47 C 1.7831 -2.2778 2.7702
48 C 2.0879 -3.6200 3.0130
49 C 1.1292 -4.4875 3.5616
50 C -0.1389 -3.9827 3.8687
51 C -0.4549 -2.6416 3.6436
52 H 2.8241 0.4826 1.7095
53 H 4.4607 2.2743 2.2135
54 H 3.8153 4.1731 3.6958
55 H 1.5599 4.1918 4.7616
56 H -0.0389 2.3284 4.3585
57 H -1.3721 -0.1759 5.2232
58 H -3.7009 0.4182 5.8517
59 H -5.2596 1.3766 4.1571
60 H -4.4827 1.7430 1.8202
61 H -2.1769 1.1047 1.1730
62 H 2.5097 -1.6335 2.2906
63 H 3.0803 -3.9937 2.7568
64 H 1.3690 -5.5282 3.7269
65 H -0.9035 -4.6542 4.2792
66 H -1.4578 -2.2661 3.8483

## Properties
* electronic energy: -2973.3214 Ha
* 2S+1: 3
* LUMO (alpha / beta): 4.61 / 4.60 eV
* charge: -2

***

Number 1: strongest force on any atom 6.34 eV/A. Number 2: strongest force on any atom 4.89 eV/A. Number 3: strongest force on any atom 1.08 eV/A. Number 4: strongest force on any atom 0.87 eV/A. Number 5: strongest force on any atom 0.24 eV/A. Number 6: strongest force on any atom 8.91 eV/A.